# 1
Entry from the Open Molecules 2025 dataset: a structure of composition C4H5NO (the ωB97M-V functional and the def2-TZVPD basis).

Values from the calculation:
E_tot	-285.20243	hartree
HOMO level (spin up / spin down)	-7.660 / -7.658	eV
maximum force	0.9	eV Å⁻¹
net charge	0

Each line ends with the Löwdin charge.
Cartesian coordinates (Å):
C 0.28771 -0.45933 -1.12389  0.067
C -0.20479 -0.80030 0.17546  -0.328
O 0.50493 -0.40063 1.28396  -0.077
C -0.19328 0.84251 1.36870  -0.167
C 0.06311 1.64515 0.29113  -0.280
N 0.39408 1.93015 -0.81164  0.126
H 0.31451 -1.74850 -0.41078  0.203
H -0.32895 -0.65861 -1.99444  0.103
H 1.34517 -0.26104 -1.24287  0.102
H -1.25707 -1.04976 0.31204  0.151
H -0.92542 0.96037 2.15233  0.100


# 2
Entry from the Open Molecules 2025 dataset: an isolated molecule of C4H5NO in a non-equilibrium geometry (the ωB97M-V functional and the def2-TZVPD basis).

Values from the calculation:
structure (SMILES)	N=C=C[C@H]1CO1
E_tot	-285.30574	hartree
HOMO level	-9.216	eV
maximum force	1.2	eV Å⁻¹
net charge	0

Each line ends with the Löwdin charge.
Cartesian coordinates (Å):
N 2.78470 -0.87138 0.61408  0.135
C 1.81115 -0.35678 0.06899  -0.173
C 0.64477 -0.13909 -0.46824  -0.059
C -0.50427 0.28107 0.35741  -0.319
C -1.69647 0.81270 -0.28539  -0.124
O -1.68044 -0.50923 0.23820  -0.033
H 2.41019 -1.80511 0.73911  0.078
H 0.52389 -0.39853 -1.51181  0.122
H -0.26758 0.58034 1.37895  0.148
H -2.31277 1.53413 0.24229  0.110
H -1.71319 0.87188 -1.37359  0.115


# 3
Entry from the Open Molecules 2025 dataset: an isolated molecule of C4H5NO (the ωB97M-V functional and the def2-TZVPD basis).

Values from the calculation:
E_tot	-285.25420	hartree
HOMO level	-10.463	eV
maximum force	0.6	eV Å⁻¹
net charge	0

Each line ends with the Löwdin charge.
Cartesian coordinates (Å):
N -0.94928 0.42058 -1.45062  0.122
C 0.10004 -0.28106 -1.48149  -0.310
O 0.99166 -0.32177 -0.47563  -0.070
C 0.66710 0.45444 0.67647  -0.207
C -0.25251 -0.28509 1.60525  -0.255
C -1.50169 -0.33206 1.94155  0.189
H -1.47080 0.31649 -2.31695  0.057
H 0.44581 -0.92986 -2.29141  0.134
H 0.21261 1.39717 0.37134  0.113
H 1.62297 0.64826 1.16276  0.123
H 0.13409 -1.08709 2.25874  0.105


# 4
Entry from the Open Molecules 2025 dataset: a cluster of 2 separate species, C4H5NO in total in a non-equilibrium geometry (the ωB97M-V functional and the def2-TZVPD basis).

Values from the calculation:
structure (SMILES)	C=C=N.C=C=O
E_tot	-285.30063	hartree
HOMO level	-9.023	eV
maximum force	4.3	eV Å⁻¹
net charge	0

Each line ends with the Löwdin charge.
Cartesian coordinates (Å):
C -2.30528 0.77702 0.09195  -0.002
C -1.83469 -0.41060 0.01847  -0.280
N -1.44588 -1.58598 0.08752  0.145
H -1.64572 1.45163 0.68051  0.080
H -3.18430 1.22301 -0.10166  0.011
H -0.94856 -1.98903 -0.65721  0.035
C 2.69556 0.28568 0.17437  -0.005
C 1.63886 -0.10336 -0.46744  -0.265
O 0.71254 -0.36204 -1.13703  0.132
H 2.60792 0.88289 1.10717  0.074
H 3.70954 -0.16922 0.20335  0.076


# 5
Entry from the Open Molecules 2025 dataset: an isolated molecule of C4H5NO (the ωB97M-V functional and the def2-TZVPD basis).

Values from the calculation:
structure (SMILES)	[H]/N=C/C=C=CO
E_tot	-285.31828	hartree
HOMO level	-8.950	eV
maximum force	0.4	eV Å⁻¹
net charge	0

Each line ends with the Löwdin charge.
Cartesian coordinates (Å):
H -1.21257 2.64127 -0.37485  0.044
N -0.72635 1.75175 -0.26718  0.091
C -1.55309 0.82300 0.00205  -0.256
C -1.09477 -0.56592 0.25759  -0.098
C 0.17522 -0.86565 0.12470  -0.009
C 1.44672 -0.91918 -0.17316  -0.197
O 2.44882 -0.57113 0.68534  0.010
H -2.63427 0.98696 0.10372  0.101
H -1.83268 -1.29441 0.59230  0.093
H 1.73894 -1.29788 -1.15100  0.123
H 3.27878 -0.59126 0.19632  0.098


# 6
Entry from the Open Molecules 2025 dataset: an isolated molecule of C4H5NO in a non-equilibrium geometry (the ωB97M-V functional and the def2-TZVPD basis).

Values from the calculation:
structure (SMILES)	C[C@H](C#N)C=O
E_tot	-285.38842	hartree
HOMO level	-10.660	eV
maximum force	1.2	eV Å⁻¹
net charge	0

Each line ends with the Löwdin charge.
Cartesian coordinates (Å):
C 0.94701 0.49025 0.71491  -0.052
C -0.05583 -0.40183 -0.02639  -0.319
C 0.41735 -0.78045 -1.36549  -0.200
N 0.77725 -1.00574 -2.44232  0.158
C -1.47213 0.19276 -0.06556  -0.214
O -1.86972 0.91082 0.81367  0.076
H 1.90167 -0.02708 0.84387  0.087
H 1.12781 1.42065 0.16951  0.094
H 0.53804 0.73896 1.69557  0.082
H -0.20347 -1.32262 0.55111  0.154
H -2.11415 -0.15190 -0.90654  0.135